Record 1
The following is a DFT calculation (wB97M-V/def2-TZVPD) of an isolated molecule of C3H2ClNOS in a non-equilibrium geometry.

Geometry as XYZ:
```
9
Properties=species:S:1:pos:R:3:lowdin_charge:R:1
N 1.53 -0.18 0.16 -0.213
C 2.66 -0.64 0.14 -0.400
C -1.02 0.92 -0.01 -0.523
H -1.00 -1.03 -0.58 0.032
H -1.58 1.92 0.03 0.092
S 0.69 1.26 -0.31 0.891
Cl -3.24 -0.57 0.29 0.591
C -1.56 -0.30 -0.13 -0.632
O 3.52 -1.37 0.42 0.162
```

## Properties
Relative energy (zero: lowest compared OMol25 entry of this formula, charge and spin): 126.7 kJ/mol
Largest force on an atom: 0.068 hartree/bohr
SMILES: O=C=NS/C=C/Cl

Record 2
The following is a DFT calculation (wB97M-V/def2-TZVPD) of a structure of composition C16H31HfO4P in a non-equilibrium geometry.

Geometry as XYZ:
```
53
Properties=species:S:1:pos:R:3:lowdin_charge:R:1
H 0.38 5.10 -1.99 0.127
H 3.66 2.32 2.07 0.100
H -0.20 0.86 2.05 0.070
H -1.24 -3.00 -1.71 0.140
H 4.58 0.19 -1.68 0.131
O 0.94 -0.78 -3.65 0.311
O 2.34 -0.96 1.59 0.250
H 2.39 1.12 2.37 0.049
H 0.41 4.30 2.31 0.134
C 3.31 1.47 -0.52 -0.485
H 1.06 3.55 -3.66 0.129
C -1.09 -3.05 -0.62 -0.091
P 1.50 1.88 -0.30 0.980
C 3.57 0.62 -1.77 -0.065
H -2.15 -3.40 2.17 0.141
C 1.43 -0.72 0.84 -0.032
H -3.45 -1.45 0.25 0.163
H 2.42 3.69 -1.61 0.132
H 3.53 1.24 -2.67 0.100
H -0.83 0.54 2.41 0.175
H -2.73 -4.47 -0.62 0.152
H 4.34 3.14 -1.50 0.104
H 2.86 -0.20 -1.91 0.036
C 2.59 2.19 2.29 -0.061
H 0.10 2.65 2.79 0.072
H -0.04 -3.25 -0.40 0.135
H -3.74 -3.52 1.38 0.159
H 5.31 2.27 -0.32 0.141
H 1.65 1.92 -3.29 0.054
C 1.39 3.26 -1.55 -0.458
Hf -0.02 -0.13 -0.60 1.329
C 0.34 3.27 1.91 -0.102
O -1.41 -1.70 -0.08 -0.351
H -1.43 -4.91 0.48 0.149
H -0.52 3.23 1.24 0.043
C -2.02 -4.07 0.11 -0.083
H 2.43 2.64 3.29 0.129
H 4.10 3.43 0.23 0.093
H -0.01 2.36 -2.92 0.073
C -2.56 -1.79 0.81 -0.108
C 1.01 2.72 -2.94 -0.074
H 0.78 4.96 -0.29 0.097
C -1.36 1.39 -0.40 -0.055
C -2.68 -3.28 1.22 -0.090
H 2.16 3.80 0.94 0.125
C 0.44 4.41 -1.16 -0.039
O -2.19 2.27 -0.32 0.270
H -0.55 4.01 -0.97 0.061
C 4.30 2.66 -0.52 -0.032
H 3.53 0.85 0.38 0.096
H -2.38 -1.10 1.64 0.121
C 0.56 -0.54 -2.54 0.040
C 1.66 2.86 1.27 -0.484
```

## Properties
Largest force on an atom: 0.306 hartree/bohr
Net charge: +4

Record 3
The following is a DFT calculation (wB97M-V/def2-TZVPD) of an isolated molecule of C17H24N4O2S in a non-equilibrium geometry.

Geometry as XYZ:
```
48
Properties=species:S:1:pos:R:3:lowdin_charge:R:1
C 4.08 1.43 -0.16 -0.527
H 6.10 -1.10 -0.19 0.113
C 3.41 -1.93 -0.50 -0.076
H -2.87 -0.27 1.88 0.096
H -7.95 1.50 -0.38 0.084
H -2.12 -3.02 -0.43 0.139
C -7.02 1.70 -0.91 -0.050
H 7.71 0.09 1.28 0.073
H 6.51 1.36 1.58 0.075
C -5.50 1.70 1.08 -0.061
C -0.95 -0.72 -2.26 -0.012
H -0.38 -1.48 -2.78 0.103
H -4.16 1.62 2.74 0.107
H -2.01 -0.96 -2.32 0.093
H 2.48 2.82 -0.16 0.085
H -7.09 1.25 -1.90 0.073
N -0.46 -0.94 1.29 0.075
C -3.70 0.11 1.31 -0.019
H 2.16 1.43 0.92 0.071
H 4.24 -1.42 1.42 0.122
H 6.33 0.58 -0.74 0.119
C 0.50 0.03 -0.36 -0.629
H -5.39 -0.38 -1.57 0.121
C -4.06 -0.45 0.09 -0.252
C -5.86 1.14 -0.14 -0.280
H -6.05 2.54 1.47 0.110
H 4.33 -2.40 -0.85 0.065
N 0.56 -0.14 0.94 0.006
H 2.74 -2.70 -0.12 0.076
C -1.13 -1.24 0.21 -0.303
S 1.58 0.97 -1.34 1.008
C 6.65 0.30 1.37 -0.067
C -4.43 1.18 1.79 -0.071
N -0.56 -0.65 -0.88 -0.041
C 2.59 1.75 -0.03 -0.324
C -5.13 0.07 -0.63 0.026
H -0.77 0.25 -2.73 0.083
H 6.24 -0.28 2.20 0.068
O -3.43 -1.52 -0.51 -0.063
H 2.94 -1.44 -1.35 0.040
N 4.51 0.19 0.15 -0.078
C 5.94 -0.05 0.06 -0.202
O 4.84 2.31 -0.53 0.048
H -6.92 2.78 -1.02 0.081
H 2.76 -0.56 1.03 0.079
H -2.60 -2.41 1.18 0.137
C 3.70 -0.92 0.61 -0.207
C -2.34 -2.12 0.16 -0.115
```

## Properties
Relative energy (zero: lowest compared OMol25 entry of this formula, charge and spin): 226.5 kJ/mol
Largest force on an atom: 0.024 hartree/bohr
SMILES: CCN(CC)C(=O)CSc1nnc(COc2cccc(C)c2)n1C

Record 4
The following is a DFT calculation (wB97M-V/def2-TZVPD) of a cluster of 7 separate species, C33H44N2O14 in total in a non-equilibrium geometry.

Geometry as XYZ:
```
93
Properties=species:S:1:pos:R:3:lowdin_charge:R:1
O -0.37 3.25 -1.32 -0.070
H 1.75 -1.29 0.79 0.124
C 5.32 -6.51 0.97 -0.165
H -8.84 3.74 -4.76 0.087
H 0.66 10.16 1.53 0.136
C 7.78 -7.61 4.81 -0.160
H -2.87 -6.20 -0.26 0.135
O -0.16 -5.27 0.39 0.045
C 0.79 -0.86 0.49 -0.157
C 4.46 -5.35 1.40 -0.150
H 1.60 6.66 0.13 0.130
O 0.70 0.50 0.94 0.026
H 5.19 -7.35 1.67 0.081
H 4.82 -7.95 -0.57 0.133
H -1.54 -8.23 0.03 0.119
C -5.92 3.35 -2.46 0.003
H -3.37 7.26 -1.18 0.131
C -2.77 4.21 -5.41 -0.055
O 5.73 -9.06 2.47 0.096
C -1.22 -7.34 0.58 -0.155
H 2.51 9.22 0.27 0.119
H -2.01 -0.42 0.29 0.138
C -0.06 -6.63 -0.06 -0.173
C 1.25 7.50 0.73 -0.155
H -0.70 -2.45 0.58 0.083
O 2.38 -6.80 -0.93 0.086
O -5.18 5.34 -0.27 -0.006
H 7.70 -7.53 5.90 0.129
H 6.39 -6.27 0.93 0.123
O -1.83 -3.93 1.12 0.088
C -5.81 6.51 0.01 -0.474
C -0.70 8.68 0.82 -0.460
H -5.65 3.14 -1.36 0.104
C -0.57 0.76 1.32 -0.475
H -0.24 4.51 -4.11 0.126
H 0.09 10.44 -0.15 0.130
C 4.74 -6.88 -0.37 -0.065
C -1.43 -5.01 0.78 -0.454
H 8.15 -6.65 4.42 0.129
H -0.11 -1.89 2.14 0.129
C -2.27 -6.26 0.66 -0.080
C -7.39 3.40 -2.92 -0.053
H 4.82 -4.39 1.00 0.128
H -6.83 4.25 -6.48 0.093
H -2.06 -0.60 2.08 0.132
N -3.40 3.56 -2.94 0.120
H -3.22 4.93 -0.81 0.093
C 1.52 8.82 0.06 -0.164
O -0.97 1.85 1.67 0.094
C -6.57 4.00 -5.39 -0.015
O 3.17 -5.61 0.84 0.038
H -0.11 -6.63 -1.15 0.133
O 6.49 -7.87 4.24 0.033
H -3.53 5.08 0.94 0.134
H 8.16 -10.21 2.85 0.132
H -8.23 3.21 -2.18 0.089
H -2.63 7.28 0.42 0.070
C -1.42 -0.48 1.21 -0.072
C -3.77 5.49 -0.05 -0.154
H 0.73 -0.87 -0.60 0.128
H -0.98 3.10 -0.56 0.103
H 9.71 -8.52 4.36 0.121
H -2.92 -6.38 1.53 0.128
H -5.03 8.51 -0.08 0.130
H 1.42 8.72 -1.03 0.122
C -0.87 3.81 -3.47 -0.106
H -4.79 7.66 1.48 0.137
C -4.80 7.56 0.39 -0.075
H 0.90 -7.04 0.25 0.094
C -5.05 3.96 -4.95 -0.180
N -4.08 4.28 -5.97 0.066
H -0.47 2.73 -3.44 0.142
O -0.81 4.29 -2.08 -0.204
H 8.53 -8.56 2.23 0.135
C -4.74 3.63 -3.47 -0.151
O -0.18 7.43 0.86 0.033
H -1.89 4.45 -6.11 0.112
C 8.65 -8.77 4.39 -0.163
C 0.40 9.69 0.58 -0.077
C -3.51 6.97 -0.13 -0.166
H 5.18 -6.30 -1.19 0.135
H -0.95 -7.66 1.59 0.122
H 1.69 7.43 1.72 0.130
O -7.01 6.66 -0.01 0.102
H 8.52 -9.60 5.09 0.124
C 6.63 -8.73 3.19 -0.476
C 3.30 -6.47 -0.21 -0.447
C -0.38 -1.57 1.13 -0.175
C 8.07 -9.14 3.04 -0.076
O -1.86 8.94 0.99 0.100
C -7.75 3.71 -4.43 -0.059
H 4.38 -5.27 2.48 0.129
C -2.42 3.84 -3.94 -0.143
```

## Properties
Largest force on an atom: 0.114 hartree/bohr
SMILES: OOCc1cnc2ccccc2n1.O=C1CCCO1.O=C1CCCO1.O=C1CCCO1.O=C1CCCO1.O=C1CCCO1.O=C1CCCO1

Record 5
The following is a DFT calculation (wB97M-V/def2-TZVPD) of an isolated molecule of C4H4BrN in a non-equilibrium geometry.

Geometry as XYZ:
```
10
Properties=species:S:1:pos:R:3:lowdin_charge:R:1
H 0.27 -0.31 -0.67 0.107
Br -0.37 1.28 5.45 0.705
H -0.25 1.59 -0.65 0.091
C 0.05 0.57 1.12 -0.028
H 0.14 -1.59 1.66 0.138
N 0.13 -0.19 3.24 -0.071
C 0.48 0.71 3.97 -0.656
C 0.02 -0.50 1.91 -0.201
C -0.41 0.51 -0.29 -0.133
H -1.45 0.43 -0.49 0.049
```

## Properties
Relative energy (zero: lowest compared OMol25 entry of this formula, charge and spin): 501.7 kJ/mol
Largest force on an atom: 0.065 hartree/bohr

Record 6
The following is a DFT calculation (wB97M-V/def2-TZVPD) of a structure of composition C35H40AsN2O6PPdTe.

Geometry as XYZ:
```
87
Properties=species:S:1:pos:R:3:lowdin_charge:R:1
O -1.52 1.77 1.81 -0.218
C 2.45 -5.13 -3.18 -0.051
C -6.66 -1.23 1.09 -0.046
H 4.49 -0.96 -2.95 0.110
H -2.64 2.83 4.00 0.091
C 2.72 -3.85 -2.71 -0.076
H -1.99 -2.25 4.32 0.087
H 6.88 -0.56 -2.54 0.118
H -7.53 -1.49 1.68 0.118
H 7.74 -0.47 -0.23 0.119
C 2.24 0.93 4.11 -0.052
H -3.31 -1.71 1.00 0.077
H 1.22 5.57 0.43 0.109
C -1.23 4.89 -1.15 -0.003
H -7.79 -0.07 -0.32 0.118
H 0.85 2.48 3.49 0.129
H -5.83 0.49 -1.71 0.106
Pd -0.18 0.10 -0.54 0.595
H 0.40 -1.83 2.43 0.096
H -1.03 -0.03 -4.70 0.113
O -2.99 1.83 -1.46 -0.383
O -1.30 -0.62 2.35 -0.239
H -3.36 2.61 1.60 0.126
C 1.53 1.86 -3.54 -0.052
H -1.34 5.96 -1.21 0.149
C -2.94 1.76 2.16 -0.205
H 0.13 -3.51 -0.53 0.093
O 1.36 2.69 -0.33 0.059
H 3.05 1.28 3.48 0.087
H 0.01 2.18 -5.02 0.122
C -2.27 4.04 -1.33 0.036
C -3.11 1.92 3.64 -0.046
C 0.28 3.08 -0.71 -0.506
C 1.87 -3.28 -1.76 -0.313
H -3.27 4.38 -1.55 0.131
C 1.12 5.37 -0.64 0.019
O 1.20 -1.29 0.24 -0.547
N 0.02 4.44 -0.89 -0.024
H -2.70 1.06 4.18 0.077
C 0.51 -5.25 -1.75 -0.057
C -0.18 0.26 -4.10 -0.097
N -0.76 2.20 -0.99 0.087
H -0.46 -1.48 4.77 0.080
H 2.00 2.83 -3.70 0.123
C -1.98 2.66 -1.25 -0.454
H 3.59 -3.32 -3.07 0.103
H -1.11 -2.64 2.00 0.117
H 3.80 -1.19 1.29 0.104
C 5.83 -0.83 0.67 -0.053
H -0.05 -1.64 -3.09 0.103
C -0.92 -2.22 4.11 -0.047
H 3.10 -5.58 -3.91 0.118
C -5.41 -1.71 1.45 -0.061
H 1.14 -6.82 -3.06 0.118
H -0.50 -3.20 4.35 0.095
C 0.91 1.39 3.57 -0.213
Te -2.80 -0.16 -1.63 1.571
P -0.59 0.54 1.57 0.592
C 6.69 -0.65 -0.40 -0.046
H 0.91 6.30 -1.17 0.101
C 4.86 -0.94 -1.94 -0.103
O 0.79 0.87 2.20 -0.228
C 1.34 -5.82 -2.70 -0.048
C 4.01 -1.12 -0.85 -0.317
As 2.18 -1.51 -1.13 1.258
C 0.35 -0.63 -3.17 -0.167
C 4.48 -1.06 0.46 -0.076
C 6.21 -0.70 -1.71 -0.052
H 0.07 1.03 4.16 0.112
C 0.41 1.50 -4.28 -0.041
H 2.27 -0.16 4.17 0.081
H -0.35 -5.80 -1.38 0.114
C 0.77 -3.97 -1.28 -0.095
C -5.71 -0.11 -0.81 -0.122
C 1.48 -0.27 -2.42 -0.354
H -4.18 1.98 3.88 0.095
C -4.29 -1.37 0.70 -0.162
H -5.30 -2.34 2.32 0.115
C 2.06 0.99 -2.60 -0.097
H 2.92 1.28 -2.02 0.115
H 2.04 4.94 -1.00 0.097
H 2.38 1.33 5.11 0.094
H 6.22 -0.78 1.68 0.116
C -0.66 -1.90 2.66 -0.229
C -4.45 -0.57 -0.43 -0.552
H -3.39 0.84 1.79 0.092
C -6.81 -0.43 -0.04 -0.052
```

## Properties
Largest force on an atom: 0.017 hartree/bohr
Net charge: +2

Record 7
The following is a DFT calculation (wB97M-V/def2-TZVPD) of a cluster of 2 separate species, C6H10OSi in total in a non-equilibrium geometry.

Geometry as XYZ:
```
18
Properties=species:S:1:pos:R:3:lowdin_charge:R:1
H -0.91 2.32 0.46 0.008
H -2.48 1.42 0.16 0.048
H -1.76 2.30 -1.27 0.035
C -1.47 1.78 -0.29 -0.268
C 1.91 -1.10 0.22 -0.073
C 1.20 0.09 0.08 -0.396
O 2.03 1.07 0.38 -0.014
C 3.21 0.64 0.65 -0.152
H 3.93 1.44 0.68 0.130
H 4.15 -1.30 0.59 0.088
C 3.25 -0.74 0.56 -0.037
H 1.53 -2.02 -0.22 0.105
H -1.61 -2.04 -0.91 -0.011
H -0.04 0.82 -2.90 0.001
H -2.69 -1.05 -0.03 0.035
C -1.61 -1.28 -0.17 -0.195
H -1.16 -1.71 0.72 0.021
Si -0.48 0.23 -0.72 0.675
```

## Properties
Relative energy (zero: lowest compared OMol25 entry of this formula, charge and spin): 338.1 kJ/mol
Largest force on an atom: 0.083 hartree/bohr

Record 8
The following is a DFT calculation (wB97M-V/def2-TZVPD) of a structure of composition C16H30F3IN2O2P in a non-equilibrium geometry.

Geometry as XYZ:
```
55
Properties=species:S:1:pos:R:3:lowdin_charge:R:1
H -2.75 2.90 -1.11 0.079
H 0.35 0.06 -2.69 0.065
H 2.84 -5.45 0.42 0.090
H -1.57 2.03 1.94 0.093
C 2.43 4.67 1.73 -0.040
C -0.73 -0.42 -0.85 -0.737
C -1.46 -0.04 2.26 -0.039
C -3.35 -2.89 -0.30 -0.372
P -2.02 0.72 -0.23 0.924
H -3.85 -0.57 0.64 0.084
N 1.79 4.88 0.45 -0.185
H 4.24 -2.50 0.28 0.087
H -0.81 -1.43 -0.45 0.044
O 2.72 -1.74 2.44 -0.050
F -4.12 -3.01 -2.42 0.112
I 1.16 0.34 -0.05 1.084
H -4.42 0.87 -0.21 0.110
H 3.52 4.75 1.61 0.096
H -5.13 -0.64 -1.72 0.130
C -0.59 -0.41 -2.41 -0.341
H 1.59 -3.41 2.72 0.132
H -1.44 2.15 -2.09 0.063
H -1.96 -0.95 1.94 0.064
H -0.19 -2.00 -3.90 0.086
C -1.65 1.03 1.53 -0.305
H 2.01 -5.42 1.99 0.083
C -1.83 2.31 -1.09 -0.150
H -0.80 -0.07 3.12 0.092
H 3.74 -5.80 1.92 0.093
H 5.01 -4.09 0.49 0.089
F -2.36 -3.72 -0.39 0.181
H 0.14 -2.40 -2.19 0.081
C 1.01 3.95 -0.12 -0.402
O 0.44 4.06 -1.20 -0.020
C -3.72 0.03 -0.27 -0.227
C 1.98 6.15 -0.24 -0.025
H -1.42 0.15 -2.86 0.081
F -3.82 -2.80 0.90 0.188
H 2.19 3.68 2.12 0.084
H 2.10 5.42 2.44 0.095
H 0.92 3.03 0.47 0.022
H 2.63 6.79 0.34 0.091
H 1.02 6.63 -0.39 0.096
C -4.06 -0.80 -1.53 -0.139
C 2.49 -2.93 2.29 -0.371
C -3.83 -2.26 -1.37 -0.253
H -3.56 -0.42 -2.43 0.121
C 2.94 -5.19 1.48 -0.052
H 5.14 -2.86 1.77 0.097
H 2.43 5.96 -1.22 0.098
H -1.06 2.90 -0.58 0.017
C -0.55 -1.89 -2.87 -0.069
C 4.49 -3.29 1.00 -0.033
N 3.27 -3.79 1.62 -0.199
H -1.54 -2.30 -2.73 0.059
```

## Properties
Largest force on an atom: 0.042 hartree/bohr
Net charge: +1

Quick rundown of electronic energy, same order as above: -30036.7523 -35826.6283 -38909.2185 -66572.3075 -75739.1598 -133098.5084 -16305.7974 -49686.2456 eV